{"formula": "C30H74N3O8", "method": "the ωB97M-V functional and the def2-TZVPD basis", "symbols": ["C", "C", "O", "C", "C", "O", "C", "N", "C", "N", "N", "C", "C", "C", "C", "C", "C", "H", "H", "H", "H", "H", "H", "H", "H", "H", "H", "H", "H", "H", "H", "H", "H", "H", "H", "H", "H", "H", "H", "H", "H", "H", "H", "C", "C", "C", "O", "H", "H", "H", "H", "H", "H", "H", "H", "C", "C", "C", "O", "H", "H", "H", "H", "H", "H", "H", "H", "C", "C", "C", "O", "H", "H", "H", "H", "H", "H", "H", "H", "C", "C", "C", "O", "H", "H", "H", "H", "H", "H", "H", "H", "C", "C", "C", "O", "H", "H", "H", "H", "H", "H", "H", "H", "C", "C", "C", "O", "H", "H", "H", "H", "H", "H", "H", "H"], "positions_angstrom": [[0.571, 1.147, 7.469], [0.685, -0.454, 6.998], [0.037, -0.670, 5.668], [-0.422, -2.095, 5.574], [-1.049, -2.301, 4.050], [-0.152, -1.702, 3.051], [0.943, -2.610, 2.666], [2.142, -2.247, 3.514], [3.459, -2.608, 2.862], [4.610, -1.914, 3.211], [3.592, -3.681, 1.778], [2.740, -3.170, 0.636], [1.228, -2.696, 1.054], [0.890, -1.314, 0.221], [1.518, 0.051, 0.878], [-0.722, -1.259, -0.087], [-1.366, 0.247, -0.144], [1.200, 1.363, 8.440], [-0.587, 1.383, 7.609], [0.989, 1.769, 6.561], [1.831, -0.777, 6.919], [0.209, -1.099, 7.851], [-1.358, -2.172, 6.305], [0.439, -2.843, 5.836], [-1.387, -3.398, 3.823], [-2.044, -1.642, 4.038], [0.613, -3.703, 3.010], [2.114, -1.265, 3.867], [5.096, -1.235, 2.579], [5.072, -2.123, 4.132], [4.615, -3.641, 1.496], [3.312, -2.221, 0.193], [2.776, -3.980, -0.231], [0.483, -3.527, 0.630], [1.422, -1.444, -0.840], [1.276, 1.038, 0.279], [1.264, 0.225, 2.007], [2.705, -0.063, 0.824], [-0.970, -1.793, -1.115], [-1.350, -1.862, 0.730], [-1.136, 0.916, 0.801], [-1.138, 0.815, -1.169], [-2.551, 0.102, -0.143], [0.981, 5.358, 6.517], [2.194, 4.760, 7.211], [3.256, 5.814, 7.477], [2.745, 3.730, 6.395], [1.255, 5.785, 5.546], [0.230, 4.585, 6.322], [0.524, 6.143, 7.128], [1.888, 4.300, 8.157], [3.612, 6.257, 6.540], [4.129, 5.367, 7.966], [2.868, 6.614, 8.116], [3.020, 4.129, 5.553], [-1.013, 4.602, -1.915], [0.200, 4.004, -1.221], [1.263, 5.059, -0.955], [0.751, 2.974, -2.037], [-0.738, 5.029, -2.886], [-1.764, 3.829, -2.110], [-1.469, 5.388, -1.304], [-0.106, 3.544, -0.275], [1.618, 5.502, -1.892], [2.135, 4.612, -0.466], [0.875, 5.858, -0.316], [1.026, 3.374, -2.879], [-6.045, -0.901, 7.292], [-4.832, -1.499, 7.986], [-3.769, -0.444, 8.251], [-4.281, -2.529, 7.169], [-5.770, -0.474, 6.320], [-6.796, -1.673, 7.096], [-6.501, -0.115, 7.902], [-5.138, -1.959, 8.931], [-3.414, -0.001, 7.314], [-2.897, -0.891, 8.740], [-4.157, 0.355, 8.890], [-4.006, -2.129, 6.327], [1.753, 4.484, -6.883], [1.301, 3.246, -6.125], [0.108, 2.587, -6.799], [0.948, 3.610, -4.793], [0.954, 5.233, -6.920], [2.604, 4.954, -6.379], [2.046, 4.234, -7.907], [2.129, 2.531, -6.061], [-0.749, 3.269, -6.834], [-0.214, 1.704, -6.236], [0.352, 2.281, -7.821], [0.214, 4.244, -4.839], [-0.046, -2.192, -5.304], [-0.905, -1.382, -6.262], [-1.751, -2.285, -7.145], [-0.064, -0.574, -7.081], [0.646, -2.842, -5.851], [0.567, -1.530, -4.683], [-0.664, -2.813, -4.648], [-1.555, -0.708, -5.694], [-1.120, -2.938, -7.758], [-2.355, -1.689, -7.838], [-2.421, -2.909, -6.545], [0.517, -1.164, -7.590], [-2.557, -5.282, -10.944], [-1.177, -4.905, -10.431], [-0.133, -5.930, -10.844], [-1.211, -4.814, -9.009], [-2.878, -6.246, -10.535], [-3.300, -4.542, -10.629], [-2.568, -5.345, -12.037], [-0.897, -3.919, -10.816], [-0.368, -6.918, -10.432], [0.853, -5.653, -10.457], [-0.071, -6.013, -11.934], [-1.459, -5.685, -8.658]], "forces_ev_per_a": [[-0.4, -0.9, -1.4], [0.8, 0.7, 1.0], [0.4, -2.0, 1.7], [-1.3, 0.6, -0.3], [-0.9, 1.2, 1.6], [1.2, -2.5, -0.3], [-1.8, -1.9, 0.6], [4.6, -1.1, -4.2], [-2.3, -0.3, -0.5], [0.2, -0.5, 1.2], [-0.4, 4.7, 2.7], [0.0, 0.7, -1.9], [-0.5, -0.1, -1.1], [-0.3, 0.0, -0.7], [1.2, -0.1, 0.0], [-0.9, 0.1, 0.2], [-1.3, -0.1, -0.5], [-1.4, -0.6, -2.0], [2.6, -0.4, -0.1], [-0.8, -1.0, 2.0], [-2.4, 0.7, 0.1], [0.6, 1.0, -1.8], [2.1, -0.3, -1.3], [-1.6, 1.4, -0.4], [1.0, 1.9, 0.4], [2.3, -1.3, -0.2], [0.9, 2.2, -0.8], [0.2, -0.9, -0.1], [-0.8, -1.4, 0.6], [-0.9, 0.7, -1.3], [-1.6, -0.2, 0.6], [-1.4, -1.9, 0.9], [-0.4, 1.7, 2.0], [1.6, 1.9, 1.1], [-1.1, 0.3, 2.3], [0.3, -2.3, 1.1], [0.1, -0.4, -2.2], [-2.3, 0.3, 0.1], [0.7, 1.1, 2.1], [1.6, 1.3, -1.6], [-0.2, -1.4, -2.0], [-0.1, -1.2, 2.4], [2.5, 0.3, 0.0], [-0.3, -0.1, 0.1], [0.1, 0.6, -0.4], [0.2, 0.0, 0.3], [0.1, -0.4, -0.2], [0.1, 0.1, 0.1], [0.1, 0.1, 0.1], [0.0, -0.1, -0.1], [0.1, -0.1, -0.2], [-0.2, 0.0, 0.0], [-0.2, 0.1, 0.0], [0.1, -0.1, -0.1], [-0.1, -0.1, 0.4], [-0.4, -0.1, 0.1], [0.3, 0.2, -0.6], [0.2, 0.1, 0.3], [0.0, -0.2, 0.5], [0.1, 0.1, 0.2], [0.1, 0.1, 0.1], [0.0, 0.0, -0.1], [0.0, -0.1, -0.1], [-0.2, 0.0, 0.0], [-0.2, 0.0, 0.0], [0.1, 0.0, -0.1], [-0.1, -0.3, 0.0], [-0.3, -0.1, 0.1], [0.0, 0.5, -0.4], [0.2, 0.0, 0.3], [0.3, -0.3, -0.2], [0.1, 0.1, 0.1], [0.1, 0.1, 0.1], [0.0, -0.1, -0.1], [0.1, -0.1, -0.2], [-0.2, 0.0, 0.0], [-0.2, 0.0, 0.0], [0.1, -0.1, -0.1], [-0.2, -0.1, 0.4], [0.4, 0.1, 0.0], [-0.4, 0.3, -0.6], [-0.1, -0.3, 0.2], [-0.1, 0.3, 0.5], [0.0, -0.2, -0.1], [-0.1, -0.1, -0.1], [-0.1, 0.1, 0.1], [-0.1, 0.1, 0.2], [0.2, 0.1, -0.1], [0.2, 0.1, -0.2], [-0.1, 0.0, 0.2], [0.3, -0.3, -0.1], [0.1, 0.1, 0.4], [0.1, -0.6, -0.3], [-0.1, 0.1, -0.1], [0.2, 0.1, -0.1], [-0.2, 0.0, 0.0], [-0.1, 0.0, 0.0], [0.1, 0.0, -0.1], [0.2, 0.1, -0.1], [-0.1, 0.0, 0.2], [0.0, 0.0, 0.2], [0.1, 0.0, -0.1], [-0.3, 0.2, 0.2], [-0.3, 0.2, -0.1], [-0.2, -0.7, -0.1], [0.3, 0.1, -0.1], [0.0, 0.0, 0.3], [0.2, 0.0, -0.1], [0.1, -0.1, -0.1], [0.0, 0.0, 0.1], [0.0, -0.1, 0.3], [-0.1, 0.1, -0.1], [-0.1, 0.0, -0.1], [0.0, 0.0, 0.1], [0.1, 0.4, -0.2]], "lumo_ev": -4.52, "energy_ev": -53147.0986, "e_above_lowest_kj_mol": 681.3, "total_charge": 1}



{"formula": "C30H75BF4N5O10", "method": "the ωB97M-V functional and the def2-TZVPD basis", "symbols": ["B", "F", "F", "F", "F", "C", "O", "C", "C", "N", "C", "C", "O", "C", "H", "H", "H", "H", "H", "H", "H", "H", "H", "H", "H", "H", "H", "H", "H", "C", "O", "C", "C", "N", "C", "C", "O", "C", "H", "H", "H", "H", "H", "H", "H", "H", "H", "H", "H", "H", "H", "H", "H", "C", "O", "C", "C", "N", "C", "C", "O", "C", "H", "H", "H", "H", "H", "H", "H", "H", "H", "H", "H", "H", "H", "H", "H", "C", "O", "C", "C", "N", "C", "C", "O", "C", "H", "H", "H", "H", "H", "H", "H", "H", "H", "H", "H", "H", "H", "H", "H", "C", "O", "C", "C", "N", "C", "C", "O", "C", "H", "H", "H", "H", "H", "H", "H", "H", "H", "H", "H", "H", "H", "H", "H"], "positions_angstrom": [[-0.681, 0.517, 0.009], [0.652, 0.263, -0.034], [-0.955, 1.861, 0.121], [-1.335, 0.236, -1.225], [-1.291, -0.220, 0.992], [1.421, -4.841, -10.140], [1.497, -3.743, -9.633], [1.022, -3.506, -8.329], [1.195, -2.065, -7.985], [1.009, -1.800, -6.542], [1.265, -0.431, -6.157], [1.360, -0.344, -4.617], [1.651, 0.913, -4.248], [1.592, 1.043, -2.870], [1.906, -4.910, -11.096], [0.420, -5.278, -10.418], [1.957, -5.682, -9.520], [1.547, -4.100, -7.828], [-0.034, -3.742, -8.135], [0.671, -1.505, -8.457], [2.219, -1.784, -8.312], [1.562, -2.518, -6.142], [0.509, 0.212, -6.470], [2.276, -0.133, -6.580], [2.250, -0.998, -4.407], [0.696, -1.051, -4.241], [2.405, 0.302, -2.287], [0.613, 0.999, -2.404], [2.049, 1.908, -2.818], [-0.299, -2.640, -1.635], [0.698, -3.486, -1.599], [1.954, -2.838, -1.333], [2.919, -3.906, -0.849], [4.281, -3.429, -0.751], [5.243, -4.433, -0.259], [6.525, -3.680, 0.131], [7.475, -4.583, 0.582], [8.681, -3.970, 1.093], [-0.275, -2.264, -0.584], [-1.101, -3.108, -1.935], [-0.380, -1.820, -2.444], [1.986, -1.904, -0.747], [2.197, -2.407, -2.494], [3.045, -4.754, -1.630], [2.624, -4.171, 0.212], [4.329, -2.864, 0.008], [5.552, -5.238, -0.891], [4.886, -4.947, 0.746], [6.252, -3.098, 0.999], [6.875, -2.990, -0.766], [9.263, -3.313, 0.383], [9.541, -4.799, 1.243], [8.337, -3.475, 2.070], [-3.648, -2.270, 0.474], [-4.664, -3.022, 0.471], [-5.766, -2.610, 1.355], [-6.977, -3.368, 1.031], [-8.016, -2.890, 1.943], [-9.283, -3.512, 1.763], [-10.117, -3.486, 3.062], [-11.320, -4.287, 2.882], [-12.097, -4.692, 4.092], [-3.078, -2.375, 1.304], [-3.573, -1.289, 0.042], [-2.825, -2.678, -0.165], [-6.036, -1.510, 1.226], [-5.442, -2.545, 2.401], [-6.728, -4.348, 1.336], [-7.342, -3.336, 0.105], [-7.912, -1.840, 1.739], [-9.164, -4.539, 1.327], [-9.851, -2.869, 1.023], [-10.373, -2.568, 3.639], [-9.400, -3.846, 3.894], [-12.846, -5.203, 3.696], [-12.622, -3.976, 4.632], [-11.530, -5.202, 4.772], [-0.585, 7.344, -1.088], [-1.207, 6.582, -0.211], [-1.974, 5.485, -0.697], [-2.670, 4.912, 0.592], [-3.463, 3.649, 0.279], [-4.015, 3.190, 1.515], [-5.100, 2.079, 1.127], [-5.709, 1.442, 2.247], [-4.737, 0.859, 3.122], [0.091, 8.109, -0.858], [-1.419, 8.013, -1.519], [-0.127, 6.467, -1.821], [-1.396, 4.621, -0.880], [-2.613, 5.597, -1.386], [-3.257, 5.528, 1.006], [-1.650, 4.482, 1.255], [-2.729, 2.971, -0.195], [-4.455, 3.895, 2.137], [-3.201, 2.639, 1.839], [-4.686, 1.598, 0.431], [-5.729, 2.631, 0.421], [-5.227, 0.300, 3.832], [-4.193, 1.428, 3.705], [-3.913, 0.372, 2.624], [8.719, 5.824, 7.575], [8.355, 5.057, 6.627], [6.972, 5.157, 6.250], [6.844, 4.185, 5.132], [5.546, 4.486, 4.534], [5.279, 3.663, 3.364], [3.889, 4.095, 2.837], [3.557, 3.420, 1.678], [2.218, 3.676, 1.140], [8.402, 6.773, 7.452], [9.776, 5.876, 7.526], [8.188, 5.611, 8.479], [6.758, 6.208, 5.833], [6.167, 5.027, 6.940], [6.996, 3.075, 5.306], [7.720, 4.377, 4.397], [5.433, 5.401, 4.297], [5.156, 2.692, 3.680], [6.024, 3.740, 2.638], [3.920, 5.171, 2.685], [3.141, 3.774, 3.555], [1.727, 2.748, 0.599], [2.240, 4.571, 0.338], [1.494, 4.012, 1.812]], "forces_ev_per_a": [[-1.6, -0.2, -1.4], [1.5, -0.2, -0.1], [0.2, 2.1, 1.1], [0.2, -0.9, -0.6], [-0.4, -0.5, 1.1], [-0.4, -11.2, -3.2], [-0.1, 10.3, 3.0], [-4.6, 4.0, -3.6], [7.5, -5.1, 5.9], [-1.3, -0.7, -2.0], [2.9, -1.2, 1.1], [3.5, -2.8, -3.7], [-1.5, 0.2, 0.1], [1.3, -4.2, 1.7], [0.7, 0.3, -0.7], [0.0, 0.4, 0.7], [-0.8, 0.8, -0.6], [4.4, -4.8, 5.2], [-0.1, -0.4, -0.7], [-7.0, 6.5, -6.0], [0.1, -0.1, 0.2], [0.8, 0.0, 1.4], [-1.4, 1.0, -0.9], [-1.0, 0.3, 0.3], [0.3, 0.4, 0.0], [-2.8, 0.2, 1.6], [-2.3, 1.3, -1.5], [-0.1, -0.2, -0.1], [1.8, 4.8, 1.6], [0.4, 5.7, 1.6], [4.7, -2.5, 0.0], [0.5, 0.3, -4.7], [0.5, -1.0, -0.5], [1.3, -2.2, -2.0], [0.0, -0.2, 2.2], [-0.4, 1.1, -1.3], [2.2, -0.6, -0.5], [0.9, -1.3, 0.6], [-1.5, 0.9, -0.9], [-4.7, -3.0, -0.5], [1.4, -0.4, 1.2], [-0.8, -0.5, 0.4], [0.3, -1.0, 3.0], [-1.1, 1.0, 1.6], [-0.3, -0.7, -1.3], [-0.2, 3.1, 2.4], [-0.4, -0.4, -1.0], [0.4, 0.7, -1.7], [-0.1, 1.1, 0.2], [-0.5, -1.3, 1.8], [-1.4, 0.0, 0.5], [-2.5, 1.4, 0.2], [1.2, -0.4, -1.3], [6.7, 2.3, -2.9], [-7.8, -3.1, 0.5], [1.9, 2.9, -1.5], [0.4, -1.0, 4.9], [2.1, 2.2, 0.2], [-2.1, 1.9, -1.1], [0.5, -1.6, 2.6], [0.1, 0.3, 1.6], [3.1, 2.6, -2.5], [1.5, 0.7, 3.7], [-1.2, 1.2, 0.3], [-0.7, -0.5, -0.4], [0.7, -0.7, -0.6], [-0.1, -1.1, 0.0], [-0.1, -1.7, -0.1], [-0.6, 0.2, -4.2], [-1.5, -1.8, 0.8], [-0.3, 0.8, 0.8], [0.1, -1.1, 0.2], [-0.1, 0.4, -1.6], [-0.9, -0.7, -1.1], [-3.0, -3.0, -1.7], [-0.4, 2.5, 0.7], [1.7, -1.7, 1.5], [-1.3, -1.3, -5.9], [-1.4, -1.6, 3.8], [3.5, -1.6, 7.9], [6.7, -7.4, -3.3], [2.2, 2.4, -2.7], [-1.0, -3.9, -2.6], [-1.9, 6.4, 4.8], [0.7, 0.2, -0.6], [-1.2, -1.5, -3.6], [1.6, 0.3, 1.7], [1.1, -0.9, -0.9], [-0.5, 3.1, 0.6], [1.6, -0.6, -1.2], [-4.8, 1.9, -5.5], [-4.1, 4.8, 3.6], [-3.0, 1.8, -1.1], [-2.1, 1.3, 1.8], [-0.3, 1.5, 1.1], [1.4, -0.9, 2.6], [3.9, -5.7, -4.6], [-1.5, 0.2, 1.1], [-1.4, -2.1, 1.0], [2.3, 4.5, 2.7], [-0.2, -1.1, -0.8], [1.4, 1.4, 3.7], [-3.4, -4.0, -4.6], [1.7, 1.0, -1.6], [0.6, 0.0, -2.5], [0.5, -4.1, 0.5], [-2.5, 2.1, 0.6], [0.4, -0.5, 0.3], [-1.3, -0.6, -2.0], [0.9, 0.0, -3.7], [-1.0, 4.0, -0.9], [1.3, -0.2, 1.1], [0.5, -0.8, 1.7], [0.6, -1.1, 0.4], [0.1, -0.5, 1.5], [-0.7, 1.3, 0.6], [-1.1, 0.0, 0.9], [0.0, 3.1, -0.6], [0.1, -2.5, 0.6], [1.3, 0.1, -1.5], [-0.3, 0.5, 0.0], [-0.1, 0.7, 0.8], [1.6, 1.6, 1.2], [0.3, -2.0, 1.5], [-0.8, 0.4, 1.9]], "lumo_ev": 2.15, "energy_ev": -71783.1276, "e_above_lowest_kj_mol": 0.0, "total_charge": -1}